Density functional theory data (ωB97M-V/def2-TZVPD) for a structure of composition C38H51Cl3N2O3SbSiZn.

Output
Electronic energy = -149759.2585 eV
Kohn-Sham gap = 0.1498 Eh
LUMO level = 1.80 eV
Energy above the lowest of the compared OMol25 structures with the same formula, charge and spin = 3.113 eV

```
! RIJCOSX wB97M-V def2-TZVPD def2/J DEFGRID3
* xyz -1 1
C -1.886 -2.140 -4.300
C -1.135 -2.783 -3.180
H -1.510 -2.496 -5.267
H -1.760 -1.054 -4.261
H -2.969 -2.359 -4.258
C -0.553 -3.987 -3.272
C -0.476 -4.802 -4.526
H -0.102 -4.447 -2.386
H -0.137 -4.208 -5.387
H -1.431 -5.276 -4.793
H 0.253 -5.607 -4.377
Zn -0.373 1.217 -1.818
Cl -2.301 -0.163 1.216
Cl -2.602 1.245 -1.657
H 0.898 3.672 3.307
H -1.459 4.681 2.877
C 1.114 3.622 2.231
C -1.034 4.865 1.886
N -0.132 3.794 1.481
H 1.570 2.654 1.990
C -0.495 3.005 0.472
O 0.298 2.237 -0.158
H -1.850 4.912 1.162
H -1.567 3.048 0.199
H 1.822 4.430 1.992
H -0.513 5.831 1.900
H 1.738 -1.456 -3.981
H 2.354 -3.463 -1.949
C 2.770 -1.199 -3.712
C 3.282 -2.868 -1.975
N 3.014 -1.482 -2.311
H 2.941 -0.137 -3.905
C 2.797 -0.545 -1.361
O 2.354 0.592 -1.570
H 3.764 -2.924 -0.989
H 3.064 -0.894 -0.338
H 3.453 -1.817 -4.299
H 3.940 -3.292 -2.743
O 0.042 -1.089 -1.959
C -0.984 -1.959 -1.882
C 0.297 -3.164 0.000
C -0.911 -2.862 -0.628
H 1.184 -2.582 -0.266
C 0.353 -4.195 0.942
H -1.922 -1.386 -1.800
C -2.095 -3.429 -0.152
H 1.314 -4.473 1.389
C -0.819 -4.865 1.308
C -2.050 -4.439 0.809
H -3.038 -3.084 -0.577
H -0.777 -5.696 2.018
H -2.978 -4.888 1.166
Si 0.077 3.108 -3.750
Cl 0.051 0.843 -3.908
C 1.670 3.628 -2.972
C -1.441 3.925 -3.028
C -0.022 3.379 -5.601
H 1.971 3.045 -2.087
H 1.574 4.689 -2.681
H 2.471 3.559 -3.729
H 0.853 2.958 -6.110
H -0.081 4.454 -5.830
H -0.923 2.891 -6.004
H -1.398 4.102 -1.946
H -2.346 3.341 -3.232
H -1.536 4.902 -3.526
C -1.341 3.415 5.714
C -0.209 2.620 5.930
C 0.037 1.506 5.117
C -0.850 1.186 4.080
C -1.977 1.975 3.866
C -2.220 3.094 4.678
Sb -0.474 -0.525 2.783
C 1.716 -0.767 3.306
C 2.643 -0.197 2.440
C 4.012 -0.263 2.768
C 4.421 -0.903 3.945
C 3.469 -1.479 4.798
C 2.100 -1.402 4.480
C -1.554 -2.157 3.744
C -0.884 -3.292 4.210
C -1.614 -4.375 4.714
C -3.011 -4.331 4.753
C -3.677 -3.189 4.295
C -2.948 -2.100 3.799
H -1.535 4.280 6.349
H 0.483 2.861 6.741
H 0.924 0.897 5.298
H -2.681 1.729 3.069
H -3.104 3.710 4.491
H 2.321 0.300 1.521
H 4.749 0.180 2.098
H 5.481 -0.953 4.200
H 3.782 -1.982 5.718
H 1.366 -1.834 5.162
H 0.203 -3.364 4.152
H -1.084 -5.261 5.068
H -3.578 -5.181 5.134
H -4.771 -3.138 4.316
H -3.485 -1.223 3.438
*
```